1.
A cluster of 2 separate species, C7H14N2O2 in total. Source: the OMol25 dataset; level of theory: wB97M-V/def2-TZVPD.

Output
HOMO level: -0.3210 hartree
Structure (SMILES): [H]/N=C/NC=O.COC1CCC1
LUMO: 0.71 eV
Energy relative to the best compared isomer or geometry (same formula, charge and spin): 171.0 kJ/mol
Orbital gap: 9.44 eV

Atoms and positions in Å:
H1 -0.06214 1.48849 0.13820
N1 -0.84819 0.87899 -0.07385
C1 -1.93822 1.36462 0.30482
N2 -3.14755 0.70803 0.13320
C2 -3.29130 -0.52870 -0.46055
O1 -4.37181 -1.05877 -0.58530
H2 -2.05326 2.33905 0.80342
H3 -4.00437 1.14343 0.45789
H4 -2.33514 -0.93741 -0.77697
C3 0.78255 -0.98628 1.52512
O2 0.67078 -0.67768 0.16001
C4 1.81580 -0.18991 -0.47048
C5 2.58326 1.04706 0.04397
C6 3.85890 0.39714 -0.53325
C7 3.14853 -0.97200 -0.46713
H5 1.51947 -1.77812 1.71034
H6 -0.20106 -1.33410 1.85345
H7 1.05413 -0.10860 2.13215
H8 1.52126 -0.00820 -1.51175
H9 2.27797 2.04326 -0.32029
H10 2.62593 1.06968 1.14520
H11 4.79157 0.51851 0.03718
H12 4.04195 0.71142 -1.56851
H13 3.31560 -1.69986 -1.27222
H14 3.32940 -1.45663 0.50380

Results of the Löwdin charge analysis, in e, for atoms 1 through 6: 0.07, 0.12, -0.26, 0.06, -0.32, 0.03

---

2.
An isolated molecule of C4H6O2. Source: the OMol25 dataset; level of theory: wB97M-V/def2-TZVPD.

Output
HOMO level: -0.3818 hartree
Structure (SMILES): O=COC1CC1
LUMO: 1.09 eV
Energy relative to the best compared isomer or geometry (same formula, charge and spin): 176.5 kJ/mol
Orbital gap: 11.48 eV

Atoms and positions in Å:
O1 2.23010 0.17246 -1.14890
C1 1.11000 0.25501 -1.56442
O2 0.13995 -0.66048 -1.28092
C2 -0.73165 -0.28337 -0.22864
C3 -0.45720 -0.82078 1.13870
C4 -0.25433 0.64331 0.84646
H1 0.77370 1.06639 -2.23558
H2 -1.76253 -0.18883 -0.55985
H3 0.44233 -1.41902 1.25380
H4 -1.29484 -1.13010 1.75658
H5 -0.96677 1.36890 1.22340
H6 0.77124 0.99651 0.79937

Results of the Löwdin charge analysis, in e, for atoms 1 through 6: 0.11, -0.33, -0.01, -0.30, -0.08, -0.10

---

3.
An isolated molecule of C5H9F2N. Source: the OMol25 dataset; level of theory: wB97M-V/def2-TZVPD.

Output
HOMO level: -0.3541 hartree
Structure (SMILES): C=CC(F)(F)N(C)C
LUMO: 1.02 eV
Energy relative to the best compared isomer or geometry (same formula, charge and spin): 130.8 kJ/mol
Orbital gap: 10.66 eV

Atoms and positions in Å:
C1 0.09734 2.32640 -1.62165
C2 0.59465 1.34387 -0.82097
C3 0.03883 -0.23737 -0.71330
F1 0.66711 -0.89007 -1.71409
F2 -1.31303 -0.28983 -1.09578
N1 0.28167 -0.70521 0.55066
C4 0.06437 -2.11800 0.74638
C5 -0.49421 0.18709 1.48750
H1 0.59252 3.28358 -1.49676
H2 -0.68022 2.10841 -2.29099
H3 1.62030 1.28979 -0.49361
H4 0.93300 -2.62185 0.29818
H5 0.40457 -2.30195 1.78900
H6 -0.88946 -2.46858 0.34095
H7 0.11125 1.10636 1.66915
H8 -1.42843 0.51734 1.01510
H9 -0.60028 -0.52998 2.35020

Results of the Löwdin charge analysis, in e, for atoms 1 through 6: 0.04, -0.04, -0.58, 0.09, 0.03, -0.19